Computed, not measured: one molecule with the formula C4H6N2O, with ωB97M-V/def2-TZVPD.

Orbital gap   8.76 eV
Relative energy (zero: lowest compared OMol25 entry of this formula, charge and spin)   16.1 kcal/mol
Structure (SMILES)   Cc1ncc(O)[nH]1
DFT total energy   -9272.804 eV

The geometry in XYZ format:
```
13
C4H6N2O (ωB97M-V/def2-TZVPD)
C -0.505 -1.937 0.856
C -0.315 -0.660 0.109
N -1.267 0.004 -0.488
C -0.695 1.181 -0.926
C 0.605 1.232 -0.533
O 1.507 2.241 -0.508
N 0.872 0.038 0.092
H -1.567 -2.001 1.106
H 0.068 -1.946 1.790
H -0.232 -2.819 0.269
H -1.251 1.943 -1.455
H 0.992 3.051 -0.625
H 1.787 -0.327 0.313
```

For each atom in turn, the Löwdin charge in e is:
1. C -0.027
2. C -0.412
3. N 0.088
4. C -0.108
5. C -0.379
6. O 0.069
7. N 0.159
8. H 0.079
9. H 0.075
10. H 0.074
11. H 0.102
12. H 0.115
13. H 0.165